1.
Here is a cluster of 10 separate species, C43H84Cl2N11O13 in total in a non-equilibrium geometry from the Open Molecules 2025 dataset. Energies are from the ωB97M-V functional and the def2-TZVPD basis.

Last column: Mulliken charge in e.
Geometry (Å):
C  -3.525844  -5.954758  3.587351  -0.56
O  -4.484897  -4.890018  3.280285  -0.31
C  -4.594669  -4.725779  1.839842  -0.62
C  -4.367502  -3.161511  1.420431  -0.52
C  -4.374453  -3.104272  -0.191096  -0.43
N  -2.976839  -3.150182  -0.793411  0.98
C  -2.639639  -2.289834  -1.883698  0.00
C  -1.314703  -2.174182  -2.683601  0.18
C  -1.033822  -1.173679  -3.916590  -0.23
C  -2.073237  0.049972  -4.002507  0.23
O  -3.262632  -0.242227  -4.358422  -0.51
O  -1.789358  1.434099  -3.770879  -0.28
C  -0.654245  1.632335  -2.912509  0.54
C  0.689644  2.212272  -3.621838  -0.88
O  -0.622179  1.395714  -1.676882  -0.46
C  -0.203312  -3.175480  -2.098518  0.69
C  1.268018  -3.289277  -2.704226  -1.04
C  -0.793343  -3.977476  -0.890965  -0.07
C  0.265187  -5.000387  -0.182977  -0.18
Cl  0.275541  -6.798820  -0.457610  -0.16
C  1.237068  -4.357496  0.671063  0.40
C  2.411378  -5.117414  1.447901  -1.03
Cl  1.187298  -2.523682  0.892175  -0.10
N  -2.071195  -3.989976  -0.294807  -0.62
H  -3.547342  -6.098174  4.725477  0.22
H  -2.480269  -5.723353  3.176137  0.19
H  -3.901963  -6.901321  3.050504  0.32
H  -3.882181  -5.404786  1.241937  0.34
H  -5.684606  -4.966103  1.556040  0.25
H  -5.302719  -2.608112  1.820601  0.37
H  -3.428820  -2.724938  1.909072  0.28
H  -4.780945  -2.057003  -0.477803  0.22
H  -5.023032  -3.905757  -0.689545  0.22
H  -3.484261  -1.570475  -2.222258  0.17
H  -1.053409  -1.811820  -4.886104  0.43
H  0.075211  -0.844013  -3.807104  0.38
H  1.648276  1.762776  -3.169867  0.30
H  0.747974  3.353498  -3.429094  0.34
H  0.607529  2.056464  -4.752915  0.31
H  1.632739  -4.387473  -2.802714  0.40
H  1.298255  -2.847798  -3.758620  0.41
H  2.028299  -2.737053  -2.042323  -0.07
H  3.431821  -5.006501  0.928162  0.18
H  2.507339  -4.605932  2.483449  0.33
H  2.165451  -6.226790  1.641005  0.37
C  5.814966  -2.935560  -2.879537  0.17
O  4.823115  -3.282026  -3.504474  -0.65
N  5.852809  -2.686297  -1.537592  0.17
C  7.069736  -2.277314  -0.864465  -0.82
C  4.637657  -2.835523  -0.765820  -0.80
H  6.789468  -2.792996  -3.373231  0.21
H  7.314049  -3.012971  -0.093713  0.33
H  6.908045  -1.300768  -0.401219  0.33
H  7.901246  -2.206317  -1.568456  0.20
H  4.279269  -3.864594  -0.860216  0.25
H  3.876032  -2.160536  -1.165811  0.17
H  4.817895  -2.604212  0.284956  0.42
C  -2.399122  0.605966  3.772902  0.13
O  -2.054474  1.038955  4.858101  -0.69
N  -1.862796  0.968364  2.570782  0.26
C  -2.329257  0.405160  1.322804  -0.56
C  -0.792289  1.948205  2.544051  -0.92
H  -3.202997  -0.142638  3.678818  0.24
H  -1.494983  -0.099482  0.826949  0.25
H  -2.699418  1.213668  0.686904  0.32
H  -3.133232  -0.313922  1.494139  0.05
H  0.048787  1.573467  3.134094  0.34
H  -1.147436  2.876626  2.991508  0.21
H  -0.467970  2.134987  1.519234  0.35
C  10.647167  -1.960878  -3.965325  0.05
O  9.661360  -1.417124  -3.495547  -0.56
N  10.641244  -3.126376  -4.674116  0.17
C  11.856177  -3.711250  -5.202478  -0.94
C  9.377607  -3.801087  -4.905145  -0.86
H  11.655456  -1.532392  -3.846605  0.26
H  11.770395  -3.786849  -6.289454  0.32
H  11.985585  -4.708905  -4.774844  0.33
H  12.725109  -3.099642  -4.953576  0.30
H  8.707957  -3.129659  -5.448237  0.33
H  8.923391  -4.046393  -3.940093  0.25
H  9.529692  -4.714047  -5.482468  0.36
C  -3.535238  -2.667997  7.033422  0.12
O  -2.748162  -2.835163  6.116892  -0.61
N  -3.574861  -1.575367  7.851294  0.17
C  -4.543216  -1.450756  8.920903  -0.93
C  -2.616527  -0.505671  7.642228  -0.80
H  -4.304620  -3.418435  7.278397  0.27
H  -5.149167  -0.557315  8.749375  0.33
H  -4.012403  -1.356334  9.871760  0.33
H  -5.196494  -2.324143  8.960848  0.30
H  -2.735484  -0.112846  6.629606  0.21
H  -1.605188  -0.907474  7.745963  0.27
H  -2.770318  0.294684  8.367598  0.36
C  0.782912  5.089669  3.526406  -0.02
O  -0.196207  4.740474  2.887371  -0.51
N  0.798898  5.343648  4.866603  0.14
C  2.004062  5.755644  5.557055  -0.96
C  -0.429964  5.196632  5.624176  -0.77
H  1.765413  5.230819  3.048003  0.32
H  2.236417  5.022970  6.334056  0.35
H  1.834776  6.733629  6.014564  0.35
H  2.846273  5.824493  4.866515  0.28
H  -0.787473  4.167694  5.530484  0.25
H  -1.186961  5.869445  5.212675  0.18
H  -0.262014  5.432444  6.675778  0.39
C  -3.662501  8.248589  3.403407  -0.14
O  -4.654991  8.795581  3.852828  -0.66
N  -3.654190  7.080668  2.697804  0.18
C  -2.427062  6.493543  2.195569  -1.04
C  -4.911592  6.406139  2.442722  -1.06
H  -2.656229  8.676642  3.540572  0.61
H  -2.491478  6.415512  1.106948  0.35
H  -2.307460  5.498903  2.627773  0.46
H  -1.562953  7.104950  2.460146  0.28
H  -5.570038  7.075808  1.883343  0.32
H  -5.387453  6.163150  3.396272  0.32
H  -4.746278  5.491761  1.871142  0.41
C  -1.679640  10.785510  1.685413  -0.02
O  -0.893515  10.613426  0.770005  -0.64
N  -1.717308  11.880678  2.500094  0.12
C  -2.686610  12.010435  3.570138  -0.81
C  -0.757652  12.946594  2.288028  -0.94
H  -2.450052  10.037900  1.932313  0.42
H  -3.290635  12.904538  3.395806  0.35
H  -2.155643  12.106713  4.520840  0.32
H  -3.342228  11.138395  3.612929  0.22
H  -0.875458  13.337793  1.274221  0.29
H  0.253285  12.544375  2.392868  0.30
H  -0.910543  13.748848  3.011197  0.38
C  6.718427  -3.587926  -7.192080  0.39
O  7.817256  -3.062112  -7.135792  -0.68
N  6.248327  -4.322647  -8.242661  0.10
C  4.927830  -4.917263  -8.234727  -0.90
C  7.097864  -4.513186  -9.402614  -0.94
H  5.994819  -3.505170  -6.364502  0.10
H  5.025314  -6.000965  -8.339079  0.35
H  4.353393  -4.518551  -9.074940  0.34
H  4.403781  -4.692863  -7.304007  0.26
H  8.020009  -5.011500  -9.092863  0.28
H  7.351769  -3.537467  -9.824476  0.30
H  6.589018  -5.117370  -10.154926  0.39
C  -8.325475  -3.516586  -2.025085  0.08
O  -7.967815  -3.084419  -0.942467  -0.56
N  -7.798290  -3.156922  -3.233547  0.16
C  -8.279805  -3.717336  -4.480314  -0.91
C  -6.724409  -2.184332  -3.270007  -0.78
H  -9.134205  -4.259733  -2.111384  0.31
H  -7.453827  -4.226296  -4.983763  0.33
H  -8.651802  -2.908064  -5.113558  0.33
H  -9.085206  -4.431657  -4.302525  0.30
H  -5.878981  -2.562984  -2.688522  0.01
H  -7.070694  -1.251254  -2.818010  0.32
H  -6.409381  -1.999514  -4.297873  0.45

Cartesian forces (eV/Å) of the 3 atoms listed first:
-0.57 -0.41 -0.13
1.28 -0.74 -1.56
-0.49 0.89 -0.04

Results
- ΔE to the lowest compared entry with this formula, charge and spin: 506.7 kJ/mol
- Total charge: +1


2.
Here is a structure of composition C5H14O2P2 in a non-equilibrium geometry from the Open Molecules 2025 dataset. Energies are from the ωB97M-V functional and the def2-TZVPD basis.

Last column: Mulliken charge in e.
Geometry (Å):
C  -2.470842  1.384451  1.422459  -1.03
C  0.851946  -2.816966  -0.317729  -0.81
C  0.425922  1.928497  -1.668900  -0.87
C  -1.611214  0.128153  1.196521  0.22
C  1.821198  -1.796819  -0.803670  -0.62
O  -1.238954  -0.076386  -0.148315  -0.61
O  1.341557  -0.624913  -1.468858  -0.29
P  1.853044  0.727867  1.183788  -0.13
P  0.847980  0.578169  -0.557244  0.66
H  -3.502096  1.145489  1.643813  0.33
H  -1.962520  1.980753  2.322602  0.25
H  -2.561209  2.141097  0.599089  0.24
H  0.393912  -3.253854  -1.076743  0.34
H  1.310052  -3.640209  0.171591  0.43
H  0.157073  -2.301565  0.486667  0.08
H  -0.537866  1.700150  -2.279618  0.30
H  0.245803  2.886639  -1.004982  0.26
H  1.120864  2.025542  -2.538198  0.37
H  -2.279904  -0.753829  1.501599  0.23
H  -0.607239  0.278100  1.628454  -0.04
H  2.582423  -2.008007  -1.660734  0.26
H  2.480394  -1.580203  -0.023183  0.42
H  1.339677  1.947843  1.391592  0.01

Cartesian forces (eV/Å) of the 3 atoms listed first:
1.24 2.12 1.37
-0.09 3.05 3.74
-1.81 1.04 -0.93


Lowest unoccupied orbital energy per entry: -4.4, 0.6 eV
HOMO-LUMO gap per entry: 5.67, 8.92 eV